Density functional theory data (ωB97M-V/def2-TZVPD) for a 4-piece molecular cluster, C23H48FNO7S overall in a non-equilibrium geometry.

The value obtained for the strongest force on any atom is 6.5 eV/A. The calculation puts the orbital gap at 0.3786 Ha. As for the SMILES: CCC[C@H]1[C@@H](CCCF)C[C@@H](N=C=O)OS1(=O)=O.CCOCC.CCOCC.CCOCC.

```
81
Properties=species:S:1:pos:R:3:forces:R:3
C 4.4106 2.3294 -0.0468 0.0 -0.3 -0.1
C 3.7761 0.8873 0.2080 0.0 0.4 -0.2
C 2.3419 0.8063 -0.4904 0.8 0.4 0.3
C 2.1659 -0.4780 -1.4186 -2.6 1.3 0.2
C 0.6638 -0.5411 -2.0173 0.6 0.2 -0.2
C -0.4577 -0.3819 -0.9055 1.1 0.3 0.2
C -0.9519 1.1041 -0.6601 -1.3 -0.3 0.6
C -2.2597 1.4757 -1.5133 1.7 -0.4 0.7
F -3.2203 2.0536 -0.6417 0.7 -0.4 -1.1
C 0.6076 0.5563 -3.1723 -1.0 -0.8 0.1
C 1.2488 -0.0214 -4.4965 -2.0 -0.1 -0.5
N 1.2938 1.0057 -5.5968 1.8 0.3 1.1
C 2.0440 1.9611 -5.3078 -1.6 -0.1 1.0
O 2.5470 2.9241 -4.8950 0.2 -0.5 -1.1
O 2.5073 -0.7098 -4.3124 -0.5 1.1 1.8
S 3.2713 -0.3100 -2.9041 6.3 -1.1 1.4
O 3.9613 0.9901 -2.9465 -2.9 -0.8 -0.6
O 4.3241 -1.3292 -2.7152 -2.6 0.4 -0.7
H 5.5324 2.2952 0.0931 -1.3 0.2 0.1
H 4.2414 2.6967 -1.0994 0.1 -0.7 1.0
H 3.9158 3.0912 0.6314 0.8 -0.9 -0.6
H 3.6953 0.7307 1.3299 0.0 0.1 -1.3
H 4.4302 0.0519 -0.1800 -0.5 1.1 0.3
H 1.5754 0.8458 0.3374 0.6 -0.5 -1.1
H 2.2200 1.7698 -1.0759 0.0 -1.3 0.5
H 2.3912 -1.3954 -0.8098 0.3 0.7 -1.2
H 0.5162 -1.5551 -2.4966 0.3 1.0 0.4
H -1.3019 -1.0849 -1.1680 0.8 0.9 0.5
H 0.0129 -0.7218 0.0715 -0.8 0.1 -1.1
H -0.1522 1.8870 -0.7500 -0.8 -0.8 -0.1
H -1.3022 1.1428 0.4218 0.4 0.0 -1.2
H -1.9453 2.2085 -2.3091 -0.9 -0.6 0.7
H -2.6413 0.5027 -1.9319 -0.1 1.2 0.3
H -0.4922 0.7177 -3.4063 1.4 0.0 0.0
H 1.0352 1.5375 -2.8291 -0.2 -0.9 -0.5
H 0.5224 -0.8036 -4.8785 1.1 0.8 0.4
C 0.2862 7.1336 -1.9259 0.1 0.1 0.1
C -0.3047 5.7508 -1.7171 0.0 0.1 0.0
O 0.1098 5.1308 -0.5076 0.1 -0.3 0.0
C -0.2218 5.8108 0.6936 -0.1 0.0 0.1
C -1.7148 6.0038 0.8923 -0.1 0.0 -0.1
H 1.3778 7.0895 -1.9079 -0.1 0.0 0.0
H -0.0325 7.5412 -2.8878 0.0 0.0 0.0
H -0.0253 7.8322 -1.1475 -0.1 0.0 -0.1
H 0.0293 5.0975 -2.5269 0.1 -0.1 0.2
H -1.3987 5.7762 -1.7733 0.0 0.1 0.0
H 0.3112 6.7653 0.7481 -0.1 0.1 0.0
H 0.1654 5.1964 1.5108 0.1 -0.1 -0.2
H -2.1540 6.6228 0.1075 0.0 0.1 0.1
H -1.9112 6.4907 1.8501 0.0 0.0 0.0
H -2.2311 5.0405 0.8757 0.1 0.0 0.0
C -1.6348 -3.2116 4.5358 -0.1 0.0 0.0
C -0.6286 -2.3998 3.7398 0.0 0.0 0.1
O -1.2284 -1.4961 2.8226 0.1 0.0 -0.3
C -2.0796 -0.5051 3.3804 0.0 0.1 0.0
C -1.3819 0.4116 4.3694 0.1 0.0 0.1
H -2.2911 -3.7709 3.8643 0.1 0.0 0.0
H -1.1200 -3.9174 5.1917 0.0 0.0 -0.1
H -2.2690 -2.5787 5.1587 0.1 0.0 0.1
H -0.0159 -3.0818 3.1454 -0.1 0.2 -0.1
H 0.0614 -1.8651 4.4018 -0.1 0.0 0.1
H -2.9619 -0.9726 3.8290 0.0 0.0 0.1
H -2.4437 0.0942 2.5415 0.1 -0.2 -0.1
H -1.0069 -0.1344 5.2373 -0.1 0.0 0.0
H -2.0717 1.1777 4.7298 0.0 0.0 -0.1
H -0.5267 0.9032 3.8983 -0.1 0.0 0.0
C -0.4618 -5.9043 2.1814 0.1 -0.1 0.0
C -1.6290 -5.4162 1.3415 0.0 0.0 0.0
O -1.4189 -5.5564 -0.0564 0.0 0.2 -0.1
C -1.2048 -6.8779 -0.5293 0.0 -0.1 0.0
C -2.3624 -7.8204 -0.2515 -0.1 0.0 0.1
H 0.4548 -5.3764 1.9061 -0.1 0.0 0.0
H -0.6594 -5.7341 3.2423 0.0 0.0 -0.1
H -0.2775 -6.9710 2.0432 -0.1 0.0 0.1
H -1.7752 -4.3488 1.5259 0.0 0.0 -0.2
H -2.5625 -5.9093 1.6352 0.1 -0.1 0.0
H -0.2665 -7.2758 -0.1295 0.0 -0.1 0.1
H -1.0675 -6.7980 -1.6107 0.0 0.2 0.1
H -2.5374 -7.9472 0.8187 0.1 -0.1 0.0
H -2.1603 -8.8064 -0.6755 0.0 0.1 0.0
H -3.2854 -7.4326 -0.6896 0.1 0.0 0.0
```
Positions in Å, forces in eV/Å.

---

Density functional theory data (ωB97M-V/def2-TZVPD) for an isolated ion of composition C4H8N and charge +1 in a non-equilibrium geometry.

Its charge is +1. The energy above the lowest of the compared OMol25 structures with the same formula, charge and spin comes out at 4.314 eV. The value obtained for the strongest force on any atom is 2.5 eV/A. The calculation puts the orbital gap (alpha / beta) at 0.3146 / 0.3403 Ha.

```
13
Properties=species:S:1:pos:R:3:forces:R:3
C -0.9842 -0.2308 0.2919 1.8 1.7 -0.1
C -2.2196 -0.2552 -0.0469 -1.0 -0.2 -0.2
C 0.3477 1.4250 -0.0301 -1.3 -1.2 0.2
C 1.3405 -0.8542 -0.0804 0.7 -0.7 -0.5
N 0.3747 0.0797 0.5387 -0.1 0.1 0.4
H -2.8001 -1.1551 0.1329 0.0 -0.2 0.1
H -2.7862 0.5442 -0.5112 0.2 0.2 0.0
H 0.3927 1.5024 -1.0964 0.1 -0.3 -0.3
H -0.0067 2.2265 0.5845 0.0 0.0 0.4
H 1.2067 -1.8568 0.3235 -0.2 0.1 0.1
H 1.1842 -0.8784 -1.1575 -0.2 0.1 0.1
H 2.3541 -0.5128 0.1226 -0.1 0.2 0.1
H 0.5554 0.1171 1.5514 -0.1 0.0 -0.2
```
Positions in Å, forces in eV/Å.

---

Density functional theory data (ωB97M-V/def2-TZVPD) for C44H48N7O2PSbTeTl as an isolated structure in a non-equilibrium geometry.

Its charge is +2. The energy above the lowest of the compared OMol25 structures with the same formula, charge and spin comes out at 1.168 eV. The value obtained for the strongest force on any atom is 3.1 eV/A. The calculation puts the orbital gap at 0.2541 Ha.

```
105
Properties=species:S:1:pos:R:3:forces:R:3
Tl 0.4172 1.9996 1.6723 0.5 0.1 -0.2
C 5.3055 4.2618 4.7165 0.4 1.0 1.3
N 4.0545 4.3983 4.0074 0.3 -1.2 0.6
C 3.4499 5.5613 3.6930 0.2 0.2 -1.0
C 2.3458 5.2336 2.9422 0.9 -0.3 0.7
N 2.2662 3.8800 2.8981 -1.3 -1.1 -0.9
C 3.2872 3.3542 3.5364 0.2 1.1 0.6
P 3.6967 1.6282 4.0033 0.8 0.4 -0.3
C 2.0959 1.0077 4.5807 -0.7 0.4 -1.4
N 0.9505 1.0525 3.8735 0.6 -0.7 1.5
C -0.0011 0.5762 4.7398 -0.8 0.0 -1.4
C 0.5286 0.2608 5.9354 0.4 0.3 0.5
N 1.8676 0.5312 5.8168 0.5 0.1 1.0
C 2.7810 0.4895 6.9626 0.9 0.0 -0.1
C 3.8827 0.9393 2.3277 -1.5 -0.9 -1.2
N 2.8783 0.8221 1.4338 -0.1 1.0 1.0
C 3.3625 0.1780 0.3542 0.1 0.5 0.2
C 4.6605 -0.1464 0.5458 0.8 0.4 1.2
N 4.9801 0.3317 1.8001 0.0 0.1 0.4
C 6.2221 0.2188 2.5185 2.0 -1.1 -0.5
H 5.6725 5.2633 5.0083 -0.3 -0.5 -0.1
H 6.0870 3.8144 4.1563 0.5 -0.4 -1.1
H 5.2397 3.6358 5.6100 -0.4 0.3 0.0
H 3.9575 6.4906 3.8478 -0.1 0.3 0.2
H 1.7003 5.9034 2.4192 -0.4 0.0 -0.1
H -1.0134 0.4239 4.3999 -0.1 0.2 0.2
H 0.0535 0.0532 6.8798 0.2 -0.4 -0.1
H 2.3513 -0.1159 7.7296 -0.3 -0.8 0.2
H 2.9004 1.4424 7.4463 -0.1 0.8 -0.2
H 3.8112 0.1447 6.7482 -0.8 -0.1 -0.3
H 2.7598 -0.0050 -0.4894 -0.5 -0.2 -0.7
H 5.3899 -0.6846 -0.0088 0.2 -0.2 -0.4
H 6.8374 -0.6722 2.2492 -0.8 0.5 -0.5
H 6.0587 0.0110 3.5472 -0.5 0.3 1.0
H 6.9158 1.0623 2.4230 -0.5 0.1 -0.1
C -1.1044 -5.4759 -2.3405 1.7 -0.4 1.1
C -0.8682 -4.1817 -1.5836 0.0 0.8 -0.8
C 0.2579 -3.9467 -0.7313 0.6 -1.3 -0.4
C 0.5395 -2.7978 -0.1094 0.9 1.6 0.0
C 1.9947 -2.6711 0.3922 -0.4 -0.1 -0.3
O 2.8483 -2.3851 -0.4207 -0.3 -0.3 0.0
C 2.3370 -3.0048 1.7903 -1.3 0.3 1.1
C 1.3937 -2.7137 2.8274 1.1 -0.3 -1.4
C 1.7520 -3.0344 4.1425 -1.4 0.5 -0.5
C 2.9425 -3.6536 4.4151 1.2 -0.1 -1.1
C 3.8764 -3.9139 3.3751 -1.2 0.0 1.3
C 3.5584 -3.6188 2.0823 -0.7 0.8 0.0
C -0.2594 -1.5789 -0.3631 -0.1 -2.0 -0.2
O -0.1427 -0.5268 0.2331 0.9 1.7 1.1
C -1.3170 -1.7639 -1.3294 -0.9 -0.4 -0.8
C -1.6089 -3.0781 -1.8391 -0.6 -0.9 -0.2
C -2.1295 -0.7406 -1.7839 -1.2 -0.8 -0.6
N -1.7087 0.5438 -2.0088 -0.5 -0.8 -0.2
C -0.3288 0.7817 -2.4226 1.3 0.3 1.3
C -0.0384 0.8232 -3.9089 0.1 -0.1 -0.2
Te -1.0563 2.3778 -5.0273 0.0 -0.5 0.1
C -2.2650 1.0170 -6.1548 1.3 0.9 1.0
C -3.5191 1.4160 -6.5309 -0.8 -0.9 -0.6
C -4.2873 0.5279 -7.2593 -1.7 -0.1 -0.4
C -3.8424 -0.7367 -7.5813 -0.5 -0.5 -0.6
C -2.5778 -1.0991 -7.2134 0.7 0.9 0.5
C -1.7594 -0.2078 -6.5103 -0.1 -1.2 -0.7
C -3.6205 -1.0505 -2.0743 0.1 0.9 0.2
C -4.4197 -1.5524 -1.0469 -0.2 0.2 0.8
C -5.8283 -1.5458 -1.1661 2.9 -0.9 0.6
C -6.3986 -1.2315 -2.3518 -2.3 0.7 -0.1
C -5.6763 -0.7822 -3.4294 1.8 -0.1 0.3
C -4.2881 -0.6717 -3.2624 1.0 -0.3 -0.6
H -0.4251 -5.6927 -3.2010 -0.7 0.7 0.4
H -2.1349 -5.5856 -2.5683 -0.8 0.0 -0.6
H -0.8583 -6.2773 -1.6437 -0.1 -0.3 0.0
H 1.0361 -4.7104 -0.6721 -0.3 -0.2 0.1
H 0.4358 -2.2532 2.5072 0.7 -0.3 0.6
H 1.0362 -2.8257 4.9358 0.2 -0.1 0.0
H 3.1608 -3.9412 5.4200 0.2 -0.1 0.5
H 4.7982 -4.4029 3.5811 0.6 -0.3 0.3
H 4.2419 -3.8397 1.3003 0.4 -0.1 -0.7
H -2.4362 -3.2162 -2.5364 0.1 0.3 0.1
H 0.3212 0.0546 -1.8877 -0.6 0.2 -0.8
H 0.0556 1.6910 -1.9318 -0.4 0.1 -0.3
H -0.2941 -0.0886 -4.4447 -0.3 -0.1 0.3
H 1.0479 0.8850 -4.0286 -0.2 0.4 0.0
H -3.9659 2.3467 -6.3030 0.0 1.0 0.4
H -5.3244 0.7576 -7.5628 0.7 0.3 0.2
H -4.4533 -1.4379 -8.1678 0.2 0.5 0.4
H -2.1695 -2.0196 -7.5191 0.4 -1.1 -0.2
H -0.7358 -0.5424 -6.3471 -0.2 0.4 0.2
H -3.9385 -1.8971 -0.1190 -0.3 0.2 -0.4
H -6.3820 -1.9064 -0.3387 -0.7 -0.2 0.6
H -7.4934 -1.2547 -2.3484 0.3 -0.1 -0.5
H -6.1419 -0.5237 -4.3551 -0.1 0.1 -0.4
H -3.6077 -0.4359 -4.0938 -0.6 0.4 0.1
C -3.8896 1.6220 0.2135 1.1 -1.2 0.5
Sb -3.0713 1.9624 -1.6802 0.4 1.0 0.2
C -2.0549 3.7966 -1.5853 0.5 -0.3 0.2
C -4.6148 2.4054 -2.9827 0.2 0.7 -0.9
H -4.8962 1.2835 0.1313 -0.8 -0.2 -0.2
H -3.8509 2.5541 0.7567 0.1 0.2 0.2
H -3.3045 0.8118 0.7299 -0.4 0.9 -0.5
H -1.9833 4.2329 -0.5793 0.0 -0.3 -0.4
H -2.6079 4.4210 -2.2641 -0.2 0.5 -0.1
H -1.0804 3.6313 -2.0379 0.1 0.2 0.2
H -4.8385 3.4750 -2.8501 0.2 -0.3 0.0
H -5.4326 1.8351 -2.6165 -0.9 -0.5 -0.1
H -4.3574 2.2158 -4.0434 -0.2 -0.1 0.8
```
Positions in Å, forces in eV/Å.

---

Density functional theory data (ωB97M-V/def2-TZVPD) for one molecule with the formula C6H11N in a non-equilibrium geometry.

The energy above the lowest of the compared OMol25 structures with the same formula, charge and spin comes out at 6.707 eV. The value obtained for the strongest force on any atom is 2.7 eV/A. The calculation puts the orbital gap at 0.2215 Ha.

```
18
Properties=species:S:1:pos:R:3:forces:R:3
C -0.8103 -1.7302 1.1105 0.0 0.2 1.5
N -1.0965 -0.5366 0.3487 1.4 -0.9 -1.9
C -0.1633 -0.0847 -0.5007 -1.2 -2.3 1.0
C 1.5275 -0.2096 0.0119 -1.4 -0.5 0.3
C 0.8767 1.0196 -0.1469 1.7 2.0 0.2
C 0.4208 1.8337 1.0655 -0.4 -0.3 0.2
C -0.5305 -0.2618 -1.9640 -0.5 0.7 0.5
H -1.1550 -2.6531 0.6165 -0.6 0.4 -0.4
H 0.2405 -1.9374 1.2939 0.3 0.5 0.1
H -1.3218 -1.6978 2.0777 0.0 -0.1 0.0
H 0.2726 1.1653 1.9103 0.0 0.0 0.0
H 2.3873 -0.5849 -0.5287 -0.1 0.4 -0.8
H 1.1195 1.7332 -0.9556 0.3 -0.2 0.0
H -0.5242 2.3304 0.8615 -0.1 0.1 -0.1
H 1.1741 2.5796 1.3348 0.0 -0.1 -0.2
H -1.2487 0.5239 -2.2313 0.2 0.0 -0.2
H -1.0781 -1.1993 -2.0188 0.2 -0.1 -0.3
H 0.3279 -0.2294 -2.6402 0.0 0.0 0.1
```
Positions in Å, forces in eV/Å.

---

Density functional theory data (ωB97M-V/def2-TZVPD) for C10H9I as an isolated structure in a non-equilibrium geometry.

The energy above the lowest of the compared OMol25 structures with the same formula, charge and spin comes out at 1.647 eV. As for the expectation value of S²: 2.032. The value obtained for the strongest force on any atom is 3.6 eV/A. The calculation puts the orbital gap (alpha / beta) at 0.2771 / 0.2357 Ha. As for the spin multiplicity: 3.

```
20
Properties=species:S:1:pos:R:3:forces:R:3
C 2.2063 -0.1161 2.6386 -2.6 -0.2 -0.4
C 0.9030 0.2865 2.8742 -0.1 0.4 -2.6
C 2.6306 -0.6694 1.3498 2.2 0.1 2.3
C -0.1544 0.1750 1.7664 2.5 -0.1 2.6
C 1.7393 -0.7195 0.3998 -2.7 0.7 -0.9
C 0.3392 -0.2574 0.6297 0.6 -0.4 -0.6
C 1.3645 -1.0465 -0.9906 -0.9 0.0 -2.4
C 0.1104 -0.5459 -0.8216 1.8 -0.9 0.4
C -2.4345 1.2817 -2.2757 0.4 2.9 1.2
C -2.3242 -0.1441 -2.1617 -0.2 -0.8 -1.1
I -1.9111 -1.3883 -3.7329 0.2 0.1 -0.2
H 2.7950 -0.1988 3.5100 1.2 0.4 0.5
H 0.6552 1.0133 3.6394 0.0 -0.8 0.7
H 3.6938 -0.9465 1.2608 -0.7 -0.1 -0.2
H -1.1579 0.2948 2.0644 -1.1 0.6 -0.2
H 1.7951 -1.4491 -1.9242 0.1 0.1 1.0
H -1.8868 1.7154 -3.1634 -0.2 -0.4 1.2
H -3.4785 1.6220 -2.4408 0.2 -0.2 0.2
H -2.1141 1.8129 -1.2131 -0.5 -1.2 -2.7
H -2.7709 -0.7201 -1.4092 -0.5 -0.3 1.2
```
Positions in Å, forces in eV/Å.

---

- strongest force on any atom of number 5 (C10H9I)?
  3.6 eV/A